Computed, not measured: a 9-piece molecular cluster, C63H140Br2N7 overall at a distorted geometry, with ωB97M-V/def2-TZVPD.

XYZ file:
```
212
Properties=species:S:1:pos:R:3
C -5.83 -3.91 5.63
C -5.72 -3.10 6.94
C -4.36 -2.29 7.10
C -4.45 -1.15 6.07
N -3.17 -0.23 6.10
C -3.48 0.99 5.22
C -2.78 2.17 5.87
C -2.24 1.70 7.27
C -2.92 0.28 7.48
C -1.97 -1.01 5.51
H -5.91 -3.27 4.75
H -6.63 -4.64 5.72
H -4.91 -4.49 5.64
H -5.65 -3.79 7.78
H -6.62 -2.53 7.13
H -3.42 -2.83 7.05
H -4.30 -1.90 8.12
H -5.17 -0.39 6.39
H -4.57 -1.49 5.05
H -3.12 0.70 4.23
H -4.54 1.15 5.00
H -2.05 2.57 5.16
H -3.60 2.86 6.06
H -1.16 1.58 7.31
H -2.50 2.31 8.14
H -2.53 -0.54 8.09
H -3.86 0.54 7.96
H -1.15 -0.32 5.66
H -2.27 -1.30 4.50
H -1.72 -1.91 6.08
C -3.12 -1.06 -2.06
C -3.70 0.47 -2.00
C -3.77 1.11 -3.46
C -3.56 2.60 -3.43
N -4.01 3.44 -4.68
C -3.51 4.92 -4.65
C -4.65 5.70 -5.39
C -5.90 4.75 -5.57
C -5.57 3.49 -4.76
C -3.42 2.70 -5.93
H -3.51 -1.55 -2.95
H -3.45 -1.58 -1.15
H -2.03 -1.04 -2.16
H -3.00 1.05 -1.40
H -4.69 0.38 -1.54
H -4.77 0.93 -3.86
H -3.01 0.60 -4.05
H -2.51 2.87 -3.26
H -4.10 3.01 -2.57
H -2.57 4.87 -5.20
H -3.45 5.16 -3.58
H -4.26 6.19 -6.28
H -4.99 6.47 -4.69
H -5.96 4.47 -6.62
H -6.77 5.31 -5.22
H -6.10 2.61 -5.13
H -5.92 3.68 -3.74
H -3.67 3.11 -6.91
H -3.90 1.72 -5.88
H -2.34 2.58 -5.86
C -0.91 7.18 -2.72
C 0.48 6.54 -2.97
C 1.35 7.35 -3.95
C 1.33 8.88 -3.73
N 2.45 9.59 -4.47
C 3.88 9.37 -3.96
C 4.59 10.57 -4.61
C 3.71 11.84 -4.52
C 2.37 11.15 -4.36
C 2.23 9.22 -6.03
H -1.33 7.55 -3.66
H -0.81 8.06 -2.09
H -1.68 6.51 -2.34
H 0.48 5.55 -3.43
H 1.10 6.36 -2.08
H 1.08 7.09 -4.98
H 2.39 7.02 -3.89
H 1.28 9.20 -2.69
H 0.44 9.33 -4.18
H 4.09 8.34 -4.26
H 3.73 9.58 -2.90
H 5.03 10.23 -5.54
H 5.50 10.81 -4.05
H 3.83 12.51 -5.37
H 3.95 12.51 -3.70
H 1.55 11.54 -4.97
H 1.94 11.35 -3.38
H 1.23 9.60 -6.22
H 2.45 8.17 -6.19
H 3.00 9.77 -6.58
C 1.82 -4.54 -2.11
C 1.97 -6.00 -2.73
C 2.57 -7.01 -1.70
C 4.09 -6.64 -1.35
N 4.61 -7.34 -0.06
C 6.14 -7.22 -0.01
C 6.67 -8.40 -0.86
C 5.66 -9.55 -0.63
C 4.44 -8.91 -0.17
C 3.88 -6.72 1.20
H 2.70 -3.96 -1.85
H 1.10 -4.36 -1.31
H 1.44 -3.83 -2.85
H 2.46 -5.99 -3.71
H 1.01 -6.33 -3.14
H 2.47 -8.03 -2.08
H 1.88 -7.01 -0.85
H 4.19 -5.56 -1.23
H 4.70 -6.91 -2.21
H 6.47 -7.33 1.03
H 6.42 -6.28 -0.49
H 7.71 -8.65 -0.64
H 6.72 -8.18 -1.93
H 6.07 -10.19 0.14
H 5.58 -10.17 -1.53
H 4.20 -9.28 0.83
H 3.60 -9.17 -0.82
H 4.06 -5.65 1.17
H 4.44 -7.09 2.05
H 2.81 -6.91 1.20
C -2.58 -5.80 -3.10
C -3.31 -5.43 -1.84
C -2.57 -5.99 -0.52
C -3.27 -5.37 0.79
N -3.04 -6.19 2.08
C -3.98 -5.68 3.19
C -4.35 -6.86 4.10
C -3.84 -8.11 3.43
C -3.38 -7.69 1.94
C -1.52 -6.08 2.47
H -2.00 -6.72 -3.15
H -2.09 -4.94 -3.56
H -3.34 -5.89 -3.89
H -4.32 -5.82 -1.95
H -3.60 -4.38 -1.79
H -1.56 -5.59 -0.46
H -2.25 -7.04 -0.47
H -4.35 -5.28 0.76
H -2.87 -4.39 1.06
H -3.60 -4.81 3.71
H -4.87 -5.30 2.69
H -4.02 -6.72 5.12
H -5.43 -6.78 4.21
H -3.01 -8.59 3.94
H -4.64 -8.85 3.37
H -2.65 -8.44 1.63
H -4.27 -7.71 1.31
H -1.45 -5.03 2.76
H -1.00 -6.57 1.65
H -1.20 -6.78 3.24
C 1.19 -1.94 0.61
C -0.06 -1.84 1.51
C -0.45 -0.41 1.77
C -1.04 0.43 0.67
N -0.67 1.96 0.88
C -1.09 2.80 -0.37
C -0.05 3.89 -0.53
C 0.95 3.76 0.57
C 0.80 2.29 0.89
C -1.44 2.52 2.08
H 1.11 -1.38 -0.31
H 1.26 -2.97 0.26
H 2.18 -1.83 1.06
H 0.12 -2.49 2.37
H -0.91 -2.33 1.02
H 0.41 -0.07 2.34
H -1.22 -0.45 2.54
H -2.12 0.33 0.66
H -0.64 0.23 -0.33
H -2.09 3.24 -0.32
H -1.03 2.14 -1.23
H -0.56 4.85 -0.63
H 0.23 3.83 -1.58
H 0.77 4.32 1.49
H 1.91 4.11 0.17
H 1.32 2.04 1.82
H 1.07 1.54 0.14
H -1.06 2.09 3.01
H -2.49 2.23 2.02
H -1.21 3.57 2.21
C 4.57 -0.78 4.56
C 3.97 -0.19 3.25
C 5.04 0.30 2.30
C 4.55 0.18 0.83
N 5.47 0.99 -0.20
C 5.75 2.50 0.28
C 5.64 3.43 -1.00
C 4.63 2.78 -1.88
C 4.77 1.21 -1.59
C 6.89 0.44 -0.41
H 3.77 -1.26 5.12
H 4.96 -0.02 5.24
H 5.35 -1.49 4.30
H 3.42 0.71 3.53
H 3.37 -0.89 2.68
H 5.84 -0.41 2.49
H 5.33 1.30 2.61
H 3.54 0.58 0.82
H 4.62 -0.87 0.56
H 6.56 2.74 0.97
H 4.94 2.56 1.01
H 6.57 3.50 -1.56
H 5.55 4.43 -0.59
H 4.89 3.06 -2.90
H 3.62 3.02 -1.57
H 5.20 0.63 -2.41
H 3.83 0.70 -1.42
H 7.40 1.19 -1.01
H 6.80 -0.54 -0.89
H 7.44 0.37 0.53
Br 1.10 2.40 4.94
Br -3.99 5.49 -0.69
```

## Properties
Frontier orbital gap (spin up / spin down), eV: 2.20 / 6.34
LUMO level (spin up / spin down), Ha: -0.247 / -0.252
Charge: +4
Spin multiplicity: 2
E, Ha: -8014.1422